No. 1
{"formula": "C23H44BBr2NO7", "method": "ωB97M-V/def2-TZVPD", "orbital_gap_ev": 9.654, "lumo_energy_ev": -0.016, "spin_multiplicity": 1, "homo_energy_ha": -0.35535, "e_above_lowest_kj_mol": 631.0, "symbols": ["C", "C", "C", "C", "O", "C", "C", "O", "O", "C", "B", "C", "O", "N", "C", "C", "C", "O", "C", "C", "C", "O", "O", "C", "C", "C", "C", "C", "C", "C", "H", "H", "H", "H", "H", "H", "H", "H", "H", "H", "H", "H", "H", "H", "H", "H", "H", "H", "H", "H", "H", "H", "H", "H", "H", "H", "H", "H", "H", "H", "H", "H", "H", "H", "H", "H", "H", "H", "H", "H", "Br", "C", "C", "Br", "H", "H", "H", "H"], "xyz": [[4.464, -3.016, 0.700], [3.553, -4.204, -0.023], [2.469, -3.537, -1.056], [1.012, -3.230, -0.295], [0.339, -2.217, -1.122], [-0.959, -1.806, -0.567], [-2.206, -2.624, -1.327], [-2.210, -3.877, -1.815], [-3.234, -1.569, -1.335], [-2.936, -0.145, -0.967], [-4.053, 0.050, 0.272], [-5.027, -1.143, 0.845], [-4.172, 1.383, 0.962], [-3.250, 0.622, -2.220], [-3.145, -0.188, -3.486], [-4.591, 1.299, -2.226], [-4.726, 2.916, -1.818], [-5.768, 0.730, -2.609], [-1.348, -0.215, -0.434], [-1.193, -0.018, 1.224], [0.430, -0.059, 1.628], [0.657, -0.917, 2.827], [-0.416, 0.828, -0.875], [-0.031, 0.734, -2.280], [1.611, 1.053, -2.329], [2.368, 0.373, -3.613], [1.944, 2.666, -2.124], [2.159, 3.047, -0.514], [3.649, 3.752, -0.338], [1.010, 4.122, 0.009], [5.273, -3.486, 1.414], [4.950, -2.297, -0.108], [3.727, -2.353, 1.352], [2.928, -4.797, 0.792], [4.272, -4.920, -0.610], [2.835, -2.466, -1.436], [2.275, -4.174, -2.037], [1.209, -2.752, 0.772], [0.345, -4.192, -0.211], [-0.952, -2.402, 0.468], [-4.408, -2.135, 0.951], [-6.045, -1.261, 0.275], [-5.318, -0.828, 1.959], [-3.437, 1.936, 0.517], [-2.172, -0.829, -3.599], [-4.052, -0.893, -3.715], [-3.118, 0.599, -4.384], [-3.761, 3.275, -1.257], [-5.687, 3.053, -1.164], [-4.883, 3.481, -2.857], [-1.544, 1.070, 1.569], [-1.680, -0.882, 1.838], [1.103, -0.499, 0.779], [0.821, 1.018, 1.871], [1.649, -1.061, 2.890], [-0.217, -0.298, -2.798], [-0.565, 1.641, -2.842], [2.055, 0.523, -1.356], [2.299, -0.794, -3.549], [3.516, 0.667, -3.532], [1.960, 0.839, -4.607], [2.941, 2.874, -2.741], [1.043, 3.279, -2.553], [2.045, 2.093, 0.191], [4.491, 3.016, -0.719], [3.642, 4.748, -0.971], [3.768, 4.044, 0.788], [0.275, 3.652, 0.801], [0.391, 4.568, -0.901], [1.586, 5.016, 0.506], [0.933, -1.262, 8.664], [0.853, 0.008, 7.186], [1.430, -0.585, 5.923], [3.381, -0.603, 5.977], [1.370, 0.914, 7.515], [-0.210, 0.229, 7.058], [1.177, 0.031, 5.056], [1.107, -1.614, 5.739]], "forces_ev_per_angstrom": [[-0.90, -0.08, 0.04], [-0.10, 0.69, -0.13], [-0.76, 0.81, -0.06], [1.17, -0.14, -0.17], [-1.10, 0.35, 0.95], [0.33, -3.39, 0.01], [0.86, -1.61, -1.58], [-0.71, 8.68, 3.31], [1.27, -3.29, -0.39], [0.27, -1.73, 0.14], [-0.96, 2.13, 1.77], [0.16, 0.36, 1.45], [2.40, -2.29, -3.26], [-1.36, -0.22, 0.04], [0.06, -0.13, -2.64], [-6.11, -0.89, -0.99], [0.26, -1.12, -0.55], [7.77, 3.00, 2.13], [0.67, -0.05, 2.43], [1.07, 0.83, 0.37], [0.47, -0.03, -0.45], [0.94, 0.69, -1.20], [-1.61, -2.61, -1.16], [1.78, 1.54, -1.35], [0.10, -0.54, 1.01], [0.36, 0.88, 0.69], [0.02, -1.11, 0.17], [-0.17, 0.60, -0.13], [-1.05, -0.25, -0.05], [0.39, 0.29, -0.24], [-1.57, 1.03, -1.51], [-0.92, -1.71, 1.70], [1.60, -1.31, -1.26], [1.58, 1.08, -1.66], [-1.49, 1.25, 1.22], [-0.64, -2.30, 0.88], [0.37, 1.17, 2.23], [-0.37, -1.13, -1.99], [1.30, 1.79, -0.14], [-0.46, 1.97, -1.68], [-1.52, 1.69, -0.51], [2.19, -0.01, 0.83], [0.55, -0.60, -2.35], [-1.79, -0.90, 1.22], [-1.82, 1.42, 0.66], [1.69, 1.38, 0.85], [-0.01, -1.64, 1.98], [-1.90, -0.54, -1.26], [1.97, -0.38, -1.31], [0.51, -1.19, 2.37], [0.40, -2.60, -0.79], [0.54, 1.79, -1.17], [-1.50, 0.94, 1.23], [-0.89, -1.90, -0.55], [-1.79, 0.32, -0.17], [0.14, 1.89, 1.27], [0.92, -2.24, 0.94], [-0.99, 0.95, -2.09], [-0.09, 2.26, -0.38], [-2.41, -0.64, -0.23], [0.72, -1.20, 1.75], [-2.20, -0.19, 1.38], [1.86, -0.99, 0.67], [0.51, 1.91, -1.80], [-1.65, 1.65, 0.91], [0.16, -2.04, 1.19], [0.09, -0.64, -2.13], [1.46, 0.92, -1.68], [1.25, -1.01, 1.99], [-1.30, -1.62, -0.80], [0.05, 0.12, -0.03], [-0.21, -0.08, 0.12], [0.03, 0.24, -0.14], [-0.06, -0.10, -0.05], [-0.06, -0.27, -0.16], [0.20, -0.06, -0.06], [-0.04, -0.15, 0.22], [0.03, 0.29, 0.12]]}

No. 2
{"formula": "C23H44CrNP3S", "method": "ωB97M-V/def2-TZVPD", "orbital_gap_ev": [7.190, 4.864], "total_charge": 3, "lumo_energy_ev": [-8.980, -11.422], "spin_multiplicity": 4, "s2": 3.947, "homo_energy_ha": [-0.59423, -0.59852], "e_above_lowest_kj_mol": 78.4, "symbols": ["Cr", "P", "P", "P", "H", "C", "C", "H", "C", "C", "C", "C", "C", "C", "C", "C", "C", "H", "H", "H", "H", "H", "H", "H", "H", "H", "H", "H", "H", "H", "H", "H", "H", "H", "H", "H", "H", "H", "H", "H", "H", "H", "H", "H", "H", "H", "C", "C", "C", "C", "C", "C", "S", "H", "H", "H", "H", "H", "H", "N", "C", "C", "C", "C", "C", "C", "H", "H", "H", "H", "H", "H", "H"], "xyz": [[0.697, 0.380, -0.361], [-0.766, -2.101, -0.463], [1.041, -0.584, 1.757], [2.422, -0.890, -1.344], [-1.342, 2.599, 0.423], [-1.518, 2.126, -0.552], [-1.898, 0.824, -0.752], [-2.283, 0.226, 0.094], [-2.465, -2.399, 0.196], [-0.074, -3.715, 0.124], [-1.009, -2.448, -2.238], [1.583, 0.820, 2.765], [-0.303, -1.271, 2.789], [2.334, -1.827, 2.109], [2.341, -0.624, -3.152], [2.827, -2.682, -1.346], [4.078, -0.232, -0.883], [-1.546, 2.809, -1.396], [-2.064, 0.417, -1.772], [-3.173, -1.646, -0.168], [-2.507, -2.410, 1.294], [-2.784, -3.391, -0.160], [-0.038, -3.757, 1.216], [0.931, -3.909, -0.249], [-0.738, -4.516, -0.225], [-1.402, -1.553, -2.728], [-1.737, -3.261, -2.345], [-0.063, -2.717, -2.720], [2.153, 0.439, 3.621], [0.700, 1.361, 3.121], [2.199, 1.505, 2.172], [0.062, -2.130, 3.374], [-1.136, -1.612, 2.168], [-0.695, -0.503, 3.466], [2.384, -1.972, 3.198], [3.326, -1.511, 1.773], [2.121, -2.803, 1.663], [3.365, -0.589, -3.556], [1.837, 0.327, -3.374], [1.794, -1.454, -3.620], [3.719, -2.884, -1.967], [2.004, -3.276, -1.767], [3.054, -3.040, -0.332], [4.640, 0.048, -1.788], [4.641, -0.982, -0.305], [3.977, 0.679, -0.277], [2.155, 3.707, -2.036], [3.283, 4.418, -1.562], [3.772, 5.551, -2.230], [3.120, 6.045, -3.371], [1.956, 5.394, -3.826], [1.498, 4.245, -3.182], [1.585, 2.212, -1.444], [1.402, 1.980, 0.075], [3.812, 4.046, -0.691], [4.687, 6.020, -1.839], [3.486, 6.953, -3.867], [1.450, 5.826, -4.700], [0.632, 3.706, -3.554], [-2.961, 1.161, 2.836], [-3.934, 0.229, 2.652], [-4.823, 0.348, 1.557], [-5.766, -0.645, 1.319], [-5.813, -1.773, 2.148], [-4.974, -1.870, 3.269], [-4.022, -0.889, 3.517], [-2.801, 1.926, 2.170], [-2.317, 1.061, 3.620], [-4.758, 1.242, 0.933], [-6.429, -0.536, 0.460], [-6.551, -2.553, 1.946], [-5.026, -2.728, 3.937], [-3.348, -0.948, 4.377]], "forces_ev_per_angstrom": [[-1.87, -1.63, -0.80], [0.31, -0.56, -0.26], [0.63, 0.44, 0.92], [1.73, -0.60, -0.90], [-0.28, -0.37, -0.27], [-0.71, -1.24, -0.38], [-0.20, 1.12, 0.63], [0.72, 0.22, -0.51], [-0.26, 0.23, -0.12], [0.15, 0.16, 0.05], [-0.25, 0.09, 0.03], [0.33, -0.03, 0.50], [-0.55, -0.18, -0.06], [0.30, -0.22, -0.10], [-0.18, 0.25, -0.21], [-0.22, -0.47, 0.22], [0.08, 0.45, 0.30], [0.69, -0.09, 0.03], [-0.01, 0.48, 0.81], [0.03, -0.22, 0.01], [0.03, -0.04, -0.37], [0.05, 0.34, 0.07], [-0.09, 0.04, -0.10], [-0.23, 0.03, 0.07], [0.14, 0.18, 0.04], [0.03, -0.18, -0.08], [0.24, 0.08, -0.17], [-0.20, -0.01, 0.10], [-0.09, 0.38, 0.02], [0.19, 0.05, -0.03], [0.00, -0.16, 0.26], [-0.13, 0.39, -0.12], [0.22, 0.07, 0.27], [0.25, -0.22, -0.07], [-0.05, 0.14, -0.26], [-0.15, 0.08, -0.03], [-0.08, 0.20, 0.01], [-0.38, -0.11, 0.08], [0.21, -0.44, -0.13], [0.14, 0.31, 0.05], [-0.36, 0.43, 0.20], [0.31, 0.20, 0.11], [-0.12, 0.08, -0.34], [-0.16, -0.26, 0.34], [-0.18, 0.29, -0.28], [0.11, -0.25, -0.10], [0.95, 3.28, -0.75], [0.11, -0.43, -0.20], [-0.14, -0.32, 0.13], [-0.31, -0.33, 0.53], [0.68, 0.25, 0.07], [-0.29, -0.48, 0.45], [-0.48, -2.00, 0.59], [0.46, 1.35, -0.65], [0.00, 0.10, -0.03], [-0.60, -0.16, -0.27], [-0.17, -0.52, 0.18], [0.04, -0.53, 0.45], [-0.04, 0.23, -0.10], [-0.51, -0.74, -0.21], [1.14, 1.02, -0.02], [-0.96, -0.28, -0.65], [0.81, 1.13, -0.45], [-0.54, -0.14, 0.10], [1.15, 0.41, 0.54], [-0.56, -0.95, 0.52], [-0.36, -0.44, 0.57], [-0.33, 0.23, -0.27], [-0.13, -0.29, 0.08], [0.08, -0.13, 0.33], [0.25, 0.18, 0.08], [-0.11, 0.18, -0.18], [-0.30, -0.08, -0.26]]}

No. 3
{"formula": "C23H44FeNOP3", "method": "ωB97M-V/def2-TZVPD", "orbital_gap_ev": [6.734, 2.401], "total_charge": 3, "lumo_energy_ev": [-9.157, -13.668], "spin_multiplicity": 6, "s2": 8.862, "homo_energy_ha": [-0.58398, -0.59052], "e_above_lowest_kj_mol": 0.0, "symbols": ["Fe", "P", "P", "P", "H", "C", "C", "H", "C", "C", "C", "C", "C", "C", "C", "C", "C", "H", "H", "H", "H", "H", "H", "H", "H", "H", "H", "H", "H", "H", "H", "H", "H", "H", "H", "H", "H", "H", "H", "H", "H", "H", "H", "H", "H", "H", "C", "C", "C", "C", "C", "C", "O", "H", "H", "H", "H", "H", "H", "N", "C", "C", "C", "C", "C", "C", "H", "H", "H", "H", "H", "H", "H"], "xyz": [[0.507, -0.014, 1.170], [2.101, -0.938, 2.425], [1.737, 1.722, 0.510], [-0.239, -1.942, 0.347], [-0.423, 2.061, -8.333], [-1.370, 1.523, -8.215], [-2.494, 2.152, -7.846], [-2.513, 3.231, -7.657], [3.509, -1.809, 1.615], [2.989, 0.196, 3.560], [1.509, -2.152, 3.663], [1.060, 2.870, -0.741], [2.035, 2.951, 1.857], [3.418, 1.438, -0.172], [-1.597, -1.814, -0.862], [-1.068, -2.963, 1.636], [0.864, -3.176, -0.444], [-1.367, 0.452, -8.454], [-3.446, 1.616, -7.761], [4.206, -2.148, 2.394], [4.030, -1.134, 0.926], [3.158, -2.670, 1.036], [3.645, -0.397, 4.214], [2.268, 0.739, 4.185], [3.594, 0.925, 3.011], [2.111, -3.071, 3.612], [0.456, -2.410, 3.513], [1.602, -1.714, 4.668], [1.584, 3.833, -0.687], [-0.018, 3.003, -0.577], [1.182, 2.455, -1.750], [2.967, 3.490, 1.644], [2.116, 2.490, 2.847], [1.214, 3.680, 1.876], [3.884, 2.405, -0.398], [3.328, 0.853, -1.097], [4.049, 0.887, 0.535], [-2.229, -2.713, -0.832], [-1.175, -1.693, -1.866], [-2.201, -0.929, -0.627], [-1.883, -3.529, 1.168], [-1.489, -2.339, 2.434], [-0.349, -3.673, 2.062], [0.258, -3.930, -0.962], [1.482, -3.665, 0.317], [1.513, -2.674, -1.172], [-1.379, 1.138, -2.451], [-0.096, 0.600, -2.870], [0.172, 0.259, -4.180], [-0.822, 0.422, -5.151], [-2.071, 0.948, -4.799], [-2.355, 1.313, -3.500], [-1.645, 1.421, -1.236], [1.477, -0.638, 0.181], [0.656, 0.457, -2.094], [1.157, -0.128, -4.449], [-0.611, 0.169, -6.187], [-2.822, 1.109, -5.570], [-3.326, 1.714, -3.220], [-1.153, 1.160, 1.865], [-1.901, 0.483, 2.899], [-1.328, 0.301, 4.162], [-1.969, -0.563, 5.067], [-3.178, -1.175, 4.722], [-3.778, -0.903, 3.489], [-3.144, -0.059, 2.571], [-0.748, 2.030, 2.209], [-1.704, 1.389, 1.029], [-0.394, 0.809, 4.430], [-1.532, -0.743, 6.049], [-3.673, -1.847, 5.427], [-4.746, -1.328, 3.234], [-3.596, 0.181, 1.599]], "forces_ev_per_angstrom": [[-1.42, 0.76, -0.36], [1.70, -0.75, 2.15], [1.42, 1.83, -0.63], [-1.10, -2.07, -0.44], [-0.30, -0.15, 0.07], [3.29, -1.82, -1.24], [-3.37, 1.89, 1.01], [0.02, -0.32, -0.05], [-0.23, 0.14, -0.16], [0.20, 0.02, -0.02], [-0.25, -0.33, 0.17], [-0.35, -0.16, -0.30], [-0.21, -0.19, 0.30], [-0.18, -0.13, 0.09], [-0.04, 0.48, -0.24], [0.07, 0.08, 0.22], [0.04, 0.30, -0.01], [-0.03, 0.36, 0.04], [0.30, 0.18, -0.08], [-0.20, 0.09, -0.22], [-0.06, -0.20, 0.20], [0.13, 0.18, 0.21], [-0.16, 0.21, -0.19], [0.17, -0.16, -0.10], [-0.02, -0.16, 0.15], [-0.16, 0.26, 0.11], [0.36, 0.08, 0.13], [0.02, -0.19, -0.30], [-0.10, -0.25, 0.05], [0.35, 0.14, -0.01], [0.05, 0.23, 0.30], [-0.24, -0.11, 0.01], [-0.02, 0.20, -0.30], [0.19, -0.19, -0.02], [-0.08, -0.23, 0.06], [0.09, 0.12, 0.22], [-0.10, 0.22, -0.18], [0.30, 0.24, -0.02], [-0.17, -0.01, 0.14], [0.01, -0.28, -0.12], [0.24, 0.13, 0.10], [0.05, -0.17, -0.14], [-0.21, 0.17, -0.06], [0.13, 0.13, 0.21], [-0.14, 0.03, -0.23], [-0.10, -0.20, 0.12], [-0.11, 0.02, 0.74], [0.17, -0.16, 0.04], [0.25, 0.05, 0.57], [-0.10, 0.27, -0.01], [0.05, 0.26, -0.15], [-0.37, 0.10, 0.15], [0.45, -0.49, -1.51], [-0.31, 0.37, -0.34], [-0.18, -0.05, -0.21], [-0.35, 0.06, 0.05], [0.02, -0.15, 0.17], [-0.08, -0.26, 0.20], [0.17, 0.01, -0.07], [0.90, 0.10, -0.54], [-0.39, -0.36, 0.26], [-0.24, -0.51, -0.12], [-0.02, 0.32, -0.30], [-0.03, 0.02, -0.07], [0.17, 0.30, -0.09], [0.18, -0.18, 0.15], [-0.21, 0.02, 0.04], [0.02, -0.09, 0.38], [-0.29, -0.23, -0.09], [-0.09, 0.08, -0.22], [0.20, 0.26, -0.22], [0.20, 0.04, 0.13], [0.13, -0.20, 0.42]]}